The following is a quantum chemistry calculation of an isolated ion of composition C3HO4 and charge -1, from the Open Molecules 2025 dataset.

Structure (XYZ):
```
8
C3HO4 (ωB97M-V with the def2-TZVPD basis set)
O -1.023 -1.419 1.505
C -1.194 -0.536 0.685
O -2.144 -0.053 0.129
C 0.301 0.117 0.221
O 0.676 1.508 -0.526
C 0.959 0.379 -1.073
O 1.473 -0.158 -2.014
H 0.952 0.163 1.072
```

Values from the calculation:
- SMILES = O=C([O-])[C@@H]1OC1=O
- total charge = -1
- relative energy (zero: lowest compared OMol25 entry of this formula, charge and spin) (kcal/mol) = 16.19
- lowest unoccupied orbital energy (eV) = 3.987
- highest occupied orbital energy (eV) = -4.839
- electronic energy (Eh) = -415.90706
- gap between HOMO and LUMO (eV) = 8.826